No. 1
{"formula": "C24H35AuN4O2Si2", "method": "wB97M-V/def2-TZVPD", "fmax_ev_per_a": 0.90, "gap_ev": 8.0, "de_lowest_kj_mol": 9.05, "charge": 2, "lumo_energy_ev": -6.73, "energy_ev": -54948.0050, "symbols": ["Au", "C", "C", "C", "C", "N", "C", "C", "C", "C", "C", "C", "N", "C", "C", "C", "C", "C", "N", "H", "H", "H", "H", "H", "H", "H", "H", "H", "H", "H", "C", "Si", "C", "C", "C", "Si", "C", "C", "C", "H", "H", "H", "H", "H", "H", "H", "H", "H", "H", "H", "H", "H", "H", "H", "H", "H", "H", "H", "N", "C", "C", "O", "O", "H", "H", "H", "H", "H"], "xyz": [[-0.11885, 0.13162, 0.57532], [0.43516, 4.40523, 0.27074], [-0.42669, 4.85655, 1.25074], [-1.12939, 3.92876, 2.01019], [-0.94662, 2.58323, 1.78113], [-0.06446, 2.15127, 0.83033], [0.58640, 3.04174, 0.08634], [-1.68592, 1.53677, 2.52693], [-2.32838, 1.66090, 3.74648], [-2.85638, 0.50790, 4.32491], [-2.70392, -0.73695, 3.72256], [-2.05035, -0.78691, 2.50099], [-1.63888, 0.34592, 1.94307], [-1.67404, -1.99173, 1.70796], [-2.27754, -3.21565, 1.88333], [-1.92470, -4.28174, 1.06022], [-0.98738, -4.07834, 0.06695], [-0.40124, -2.82902, -0.05795], [-0.70775, -1.81999, 0.75316], [0.99011, 5.08680, -0.35712], [-0.56445, 5.91560, 1.42117], [-1.83026, 4.25301, 2.76604], [1.24310, 2.64580, -0.67276], [-2.39081, 2.60763, 4.26347], [-3.35569, 0.57588, 5.28195], [-3.05341, -1.63252, 4.21555], [-3.03818, -3.33340, 2.64177], [-2.39493, -5.24686, 1.18926], [-0.69861, -4.86476, -0.61512], [0.33232, -2.62169, -0.82353], [1.04325, 1.38191, -2.97142], [1.83478, -0.13494, -2.21205], [3.63994, -0.17761, -2.68962], [0.97985, -1.65667, -2.88489], [1.77742, -0.01753, -0.32418], [2.89076, -1.07664, 0.81753], [2.96250, -2.88326, 0.34869], [4.59503, -0.32512, 0.68476], [2.30060, -0.90661, 2.59048], [0.99216, 1.25066, -4.05491], [1.63188, 2.28833, -2.80783], [0.02931, 1.55327, -2.60951], [3.72554, 0.02120, -3.76076], [4.08664, -1.15598, -2.50395], [4.23764, 0.57137, -2.16813], [1.23649, -1.74368, -3.94391], [-0.10847, -1.58488, -2.82241], [1.32342, -2.58007, -2.41205], [2.14623, 0.99660, -0.10229], [3.50335, -3.02560, -0.58915], [1.99140, -3.36059, 0.25153], [3.50646, -3.43344, 1.12022], [5.08076, -0.57236, -0.25879], [5.22507, -0.71586, 1.48795], [4.58123, 0.76175, 0.78666], [1.37052, -1.44729, 2.78855], [2.15557, 0.14073, 2.87085], [3.05332, -1.31596, 3.26758], [-4.28813, 1.67899, -3.36465], [-3.45719, 0.49195, -3.19373], [-2.50756, 0.67268, -2.01569], [-1.77562, -0.19650, -1.59620], [-2.51519, 1.88911, -1.48902], [-5.24941, 1.52198, -3.09175], [-4.28808, 2.01973, -4.31619], [-3.20624, 2.37735, -2.01890], [-2.82496, 0.32766, -4.06823], [-4.01852, -0.42970, -3.03862]], "forces_ev_per_a": [[0.8, 0.1, -0.4], [0.0, 0.0, 0.0], [0.0, 0.0, 0.0], [0.0, 0.0, 0.0], [0.0, 0.2, 0.0], [-0.2, 0.3, 0.1], [0.1, 0.0, 0.0], [-0.1, 0.1, 0.1], [-0.1, -0.1, 0.1], [0.0, 0.0, -0.1], [0.0, 0.0, 0.0], [-0.1, -0.1, 0.0], [0.1, -0.1, 0.0], [0.0, 0.0, 0.0], [0.0, 0.0, 0.0], [0.0, 0.0, 0.0], [0.0, 0.0, 0.1], [0.1, 0.1, 0.0], [-0.3, -0.2, 0.1], [0.0, 0.0, 0.0], [0.0, 0.0, 0.0], [0.0, 0.0, 0.0], [0.0, 0.0, 0.0], [0.0, 0.0, 0.0], [0.0, 0.0, 0.0], [0.0, 0.0, 0.0], [0.0, 0.0, 0.0], [0.0, 0.0, 0.0], [0.0, 0.0, 0.0], [-0.2, 0.0, 0.2], [0.0, 0.1, 0.0], [0.0, -0.2, -0.1], [0.0, 0.0, 0.0], [0.0, 0.0, -0.1], [-0.5, 0.0, 0.4], [0.2, 0.1, -0.1], [0.1, 0.0, 0.0], [0.0, -0.1, 0.1], [-0.1, 0.0, 0.0], [0.0, 0.0, 0.0], [0.0, 0.0, 0.0], [0.0, 0.0, 0.0], [0.0, 0.0, 0.0], [0.0, 0.0, 0.0], [0.0, 0.0, 0.0], [0.0, 0.0, 0.0], [0.1, -0.1, 0.1], [0.1, 0.0, -0.1], [0.1, -0.1, 0.0], [0.0, 0.0, 0.0], [0.0, -0.1, 0.1], [0.0, 0.0, 0.0], [0.0, 0.0, 0.0], [0.0, 0.0, 0.0], [0.0, 0.0, 0.0], [0.0, 0.0, 0.0], [0.0, 0.0, 0.0], [0.0, 0.0, 0.0], [0.1, 0.0, 0.1], [0.0, 0.0, 0.0], [0.0, 0.1, 0.0], [-0.1, -0.1, 0.0], [-0.2, 0.1, -0.1], [0.0, 0.0, 0.0], [0.0, 0.0, 0.0], [0.1, -0.1, 0.1], [0.0, 0.0, 0.0], [0.0, 0.0, 0.0]]}

No. 2
{"formula": "C33H60Br18HgN3O3", "method": "wB97M-V/def2-TZVPD", "fmax_ev_per_a": 4.97, "gap_ev": 1.8, "de_lowest_kj_mol": 284.73, "charge": -1, "lumo_energy_ev": -1.22, "energy_ev": -1310732.1350, "symbols": ["Hg", "C", "C", "C", "C", "C", "C", "N", "O", "C", "C", "C", "H", "H", "H", "H", "H", "H", "H", "H", "H", "H", "H", "H", "H", "H", "H", "H", "H", "H", "C", "C", "C", "C", "C", "C", "N", "O", "C", "C", "C", "H", "H", "H", "H", "H", "H", "H", "H", "H", "H", "H", "H", "H", "H", "H", "H", "H", "H", "C", "C", "C", "C", "C", "C", "N", "O", "C", "C", "C", "H", "H", "H", "H", "H", "H", "H", "H", "H", "H", "H", "H", "H", "H", "H", "H", "H", "H", "C", "Br", "Br", "Br", "H", "C", "Br", "Br", "Br", "H", "C", "Br", "Br", "Br", "H", "C", "Br", "Br", "Br", "H", "C", "Br", "Br", "Br", "H", "C", "Br", "Br", "Br", "H"], "xyz": [[0.60654, -2.09755, -0.61346], [-1.04358, -3.42573, 6.82405], [-0.35794, -2.06608, 6.60079], [0.31783, -1.78904, 7.99571], [1.42276, -0.63057, 7.99930], [2.54060, -0.98569, 6.99407], [1.97444, -1.28809, 5.55352], [0.74244, -2.15205, 5.59417], [0.19764, -2.54972, 4.26466], [3.14606, -1.98727, 4.83198], [1.71781, 0.08195, 4.87823], [-1.35524, -0.86237, 6.33465], [-1.82534, -3.39577, 7.58304], [-0.45848, -4.22150, 7.28507], [-1.48849, -3.72773, 5.87591], [0.81443, -2.65472, 8.43398], [-0.38448, -1.53628, 8.79005], [1.81825, -0.54771, 9.01164], [0.77431, 0.19461, 7.70483], [3.03698, -1.87540, 7.38149], [3.23525, -0.15143, 7.09199], [2.94360, -2.15040, 3.77344], [3.27046, -2.95643, 5.31505], [4.10127, -1.47348, 4.94004], [2.53807, 0.73930, 5.16659], [0.85043, 0.61613, 5.26609], [1.51208, -0.01379, 3.81210], [-0.84634, 0.10088, 6.37011], [-2.15876, -0.88817, 7.07072], [-1.80827, -0.87609, 5.34336], [-0.56824, -6.12022, -2.37592], [0.72013, -6.35050, -3.20105], [0.42584, -5.79651, -4.60473], [1.65683, -5.62204, -5.46935], [2.75613, -4.79033, -4.82321], [3.05463, -5.36826, -3.38665], [1.82076, -5.63656, -2.60473], [2.07433, -5.94785, -1.16972], [3.91150, -4.24991, -2.83910], [3.87502, -6.61088, -3.46907], [0.97745, -7.90387, -3.29595], [-1.47030, -6.45903, -2.88544], [-0.74725, -5.11909, -1.98376], [-0.61396, -6.73401, -1.47632], [-0.09138, -4.83718, -4.62152], [-0.29959, -6.45234, -5.08615], [1.37979, -5.19029, -6.43108], [2.21492, -6.50953, -5.76768], [2.35953, -3.77548, -4.79326], [3.62420, -4.68439, -5.47386], [4.51293, -4.62274, -2.01002], [3.24118, -3.45371, -2.51533], [4.65985, -3.99408, -3.58919], [3.41631, -7.33837, -4.13873], [4.06661, -7.20162, -2.57329], [4.91299, -6.49726, -3.78180], [0.11973, -8.57117, -3.21152], [1.68037, -8.39392, -2.62225], [1.21895, -8.11424, -4.33784], [-3.24889, 0.80924, -0.08487], [-2.67516, 1.98762, -0.95351], [-2.30530, 3.12686, 0.07976], [-1.50215, 4.30180, -0.46288], [-0.15207, 3.84988, -1.02856], [-0.42745, 2.77366, -2.12340], [-1.40330, 1.69974, -1.64532], [-1.45867, 0.62328, -2.57917], [1.04670, 2.23908, -2.31312], [-0.77165, 3.49896, -3.43523], [-3.79662, 2.34937, -1.91416], [-2.59824, 0.33304, 0.64861], [-3.47719, -0.06734, -0.69116], [-4.09278, 1.15344, 0.51302], [-1.68550, 2.84339, 0.93040], [-3.22557, 3.57027, 0.46001], [-1.27257, 5.04410, 0.30157], [-2.07205, 4.85286, -1.21097], [0.37092, 3.34124, -0.21869], [0.43165, 4.71953, -1.33036], [1.75602, 3.00887, -2.61708], [1.02494, 1.56955, -3.17298], [1.39380, 1.69130, -1.43702], [-0.01152, 4.23016, -3.71030], [-1.76799, 3.93793, -3.38324], [-0.87533, 2.73101, -4.20178], [-4.74219, 2.69369, -1.49530], [-3.88174, 1.57584, -2.67738], [-3.45244, 3.18649, -2.52152], [-6.60397, 7.93626, 0.84906], [-5.51825, 8.39632, 2.40826], [-5.74039, 8.61923, -0.82402], [-8.44235, 8.65759, 0.99754], [-6.54796, 6.85559, 0.71824], [-11.62927, -0.12397, -0.61428], [-11.46639, 1.78721, -0.07520], [-11.57179, -1.30321, 0.92303], [-10.02956, -0.59399, -1.71790], [-12.53323, -0.32670, -1.18859], [7.76049, 4.54924, -5.83106], [6.21219, 5.71194, -5.33400], [7.49779, 2.62937, -5.35688], [9.46293, 5.23572, -4.94245], [7.83771, 4.61018, -6.91661], [7.42888, 4.07714, 1.72120], [7.19749, 2.36017, 0.87332], [7.61551, 3.92024, 3.60206], [6.13697, 5.52231, 1.22588], [8.41834, 4.44604, 1.45105], [-3.64102, -0.19973, -8.57547], [-4.61000, -1.66073, -7.65052], [-4.71316, 0.57144, -10.05515], [-1.85238, -0.63929, -9.10624], [-3.55242, 0.54666, -7.78608], [-0.72139, 11.40881, 4.95430], [0.31970, 12.27492, 6.43164], [0.51289, 10.37745, 3.86860], [-1.57319, 12.84498, 3.96331], [-1.50537, 10.74952, 5.32689]], "forces_ev_per_a": [[0.0, 0.0, -0.1], [-0.8, 0.1, -0.7], [1.4, 1.0, 1.8], [1.7, 1.0, 0.4], [-1.8, -2.1, -0.9], [-1.9, -0.1, 0.8], [0.3, 1.0, 0.5], [-1.6, -1.4, -3.3], [2.0, 1.6, 4.1], [-0.8, -0.7, -0.1], [-0.6, 0.0, 0.4], [0.3, -0.9, -0.3], [-0.5, 0.8, -0.1], [0.9, 0.2, -0.7], [0.1, -0.4, 0.1], [0.0, -0.5, -0.6], [-0.6, 0.2, -0.4], [-0.1, 0.4, 0.0], [0.9, 0.8, 0.1], [0.1, -0.1, 0.0], [0.3, -0.1, -0.9], [-0.1, 0.0, 0.1], [0.0, -0.2, -0.1], [-0.2, 0.4, 0.1], [0.3, 0.0, -0.7], [-0.2, -0.3, 0.3], [0.5, 0.0, 0.0], [0.1, -0.1, 0.3], [0.0, 0.0, 0.1], [0.1, -0.5, -0.1], [-0.3, -0.6, 1.1], [-1.3, -0.5, 0.7], [0.4, -0.2, -0.5], [1.1, -0.2, -1.1], [-2.1, -0.4, 0.4], [0.3, 1.0, -0.7], [1.4, 0.2, 3.9], [-0.7, 0.9, -4.8], [0.2, -0.5, 1.5], [1.0, -2.1, -0.6], [-0.3, -0.4, -1.0], [0.1, 0.2, -0.7], [0.4, 0.3, -0.5], [0.6, -0.1, 0.1], [0.1, 0.2, 0.7], [0.1, -0.3, 0.0], [-0.2, 0.2, -0.1], [-0.7, -0.8, 0.2], [0.1, 0.3, 0.8], [0.3, -0.6, 0.3], [-0.3, 0.2, 0.5], [0.4, 0.3, -0.1], [-0.3, 0.5, -0.1], [0.1, 0.0, -0.2], [-0.8, 0.6, 0.7], [0.0, 0.7, -0.6], [-0.8, 0.6, 0.4], [0.4, 0.8, 0.0], [0.8, -0.1, 0.0], [1.0, -0.6, -0.3], [0.7, 0.2, 2.3], [-0.2, 0.9, -0.5], [0.5, 0.5, -0.6], [-2.2, -0.9, 0.6], [2.2, 1.2, 0.8], [0.9, -2.2, -2.9], [0.0, 2.7, 2.4], [-1.4, -1.3, -0.9], [-1.1, -1.1, 0.0], [0.8, 1.1, -1.3], [0.7, 0.6, 0.1], [-0.6, 0.3, -0.4], [-0.3, 0.1, -0.4], [-0.4, -1.1, 0.0], [-0.3, -0.3, 0.2], [-0.4, -0.1, 0.4], [0.0, 0.0, -0.3], [0.2, 0.1, 0.1], [0.1, -0.3, -0.5], [-0.3, 0.4, 0.4], [0.1, -0.4, 0.1], [0.0, 0.1, 0.0], [-0.1, 0.0, 0.1], [0.2, 0.5, 0.0], [0.3, 0.0, -0.2], [0.0, -0.6, 0.3], [-0.4, -0.4, 0.4], [0.0, 0.4, 0.0], [0.4, 0.8, -0.6], [-0.5, -0.2, -0.6], [-0.5, -0.3, 1.0], [1.1, -0.7, -0.1], [-0.5, 0.3, 0.3], [1.5, 0.2, 0.1], [-0.4, -1.2, -0.4], [-0.4, 0.4, -0.2], [-1.0, 0.4, 0.3], [0.3, 0.3, 0.2], [0.1, 0.0, 1.1], [1.1, -0.9, -0.3], [0.1, 1.5, -0.3], [-1.5, -0.6, -0.9], [0.3, 0.0, 0.4], [0.4, 0.8, -0.4], [-0.3, 0.5, 0.0], [-0.3, -0.1, 0.7], [0.7, -1.1, 0.2], [-0.5, 0.0, -0.5], [-0.7, 0.1, 0.4], [0.5, 0.5, -0.7], [0.6, -0.5, 0.8], [-0.3, -0.1, 0.0], [-0.1, 0.0, -0.5], [0.8, 0.8, 0.2], [-0.8, -0.7, -0.6], [-0.5, 0.2, 0.2], [0.1, -0.5, 0.0], [0.4, 0.2, 0.2]]}

No. 3
{"formula": "C20H28N4OSSbSe4TeW", "method": "wB97M-V/def2-TZVPD", "fmax_ev_per_a": 1.29, "gap_ev": [5.5, 5.5], "de_lowest_kj_mol": 192.34, "charge": 1, "lumo_energy_ev": [-4.59, -4.58], "energy_ev": -317076.1631, "symbols": ["W", "Se", "Sb", "Se", "Se", "Se", "C", "Te", "C", "C", "C", "C", "C", "C", "C", "H", "H", "H", "H", "H", "H", "H", "H", "C", "N", "C", "C", "C", "N", "C", "C", "O", "H", "H", "H", "H", "H", "H", "H", "H", "H", "H", "H", "H", "C", "C", "C", "C", "N", "C", "S", "N", "C", "H", "H", "H", "H", "H", "H", "H", "H"], "xyz": [[-0.59446, -0.30993, 1.14260], [0.64117, -1.98408, 2.61593], [2.11109, -0.12686, 1.76614], [0.59097, -0.76121, -0.91569], [-1.91445, 0.63868, 2.80687], [4.39376, -0.63357, 1.76356], [-3.27390, -0.71588, -1.95265], [-2.83207, 0.62606, -0.36067], [-4.60632, -0.14857, 0.52087], [-5.41068, -0.66082, -0.64689], [-6.78247, -0.85891, -0.54111], [-7.50166, -1.35214, -1.61665], [-6.85461, -1.64247, -2.81003], [-5.48994, -1.43555, -2.92552], [-4.76100, -0.94705, -1.84701], [-2.69286, -1.62518, -1.79069], [-2.98210, -0.26680, -2.90007], [-5.10060, 0.64732, 1.07404], [-4.32790, -0.94520, 1.21208], [-7.28789, -0.62369, 0.38686], [-8.56916, -1.50041, -1.52774], [-7.41590, -2.01715, -3.65488], [-4.98735, -1.64820, -3.86095], [0.72742, 3.26103, 2.72505], [0.57157, 3.78599, 1.37831], [1.02186, 5.16748, 1.21615], [1.20665, 5.52830, -0.24069], [0.00514, 5.02674, -1.01344], [-0.11391, 3.58618, -0.82888], [-0.50899, 2.78876, -1.97820], [0.09107, 3.02024, 0.37959], [-0.15029, 1.79295, 0.55761], [0.37817, 4.01121, 3.43513], [1.77862, 3.04821, 2.94082], [0.13580, 2.36106, 2.85466], [1.96182, 5.27264, 1.76154], [0.29229, 5.83009, 1.69185], [2.11093, 5.06334, -0.63774], [1.31060, 6.60778, -0.34223], [0.11636, 5.21377, -2.08010], [-0.91005, 5.52964, -0.68314], [0.06689, 3.11243, -2.84524], [-1.57279, 2.91299, -2.20353], [-0.28885, 1.73998, -1.79522], [2.15809, -4.68430, -0.62445], [0.72728, -4.83935, -0.24572], [0.02676, -6.01600, -0.20636], [-1.32756, -5.97151, 0.15895], [-1.93586, -4.83443, 0.48241], [-1.23785, -3.71046, 0.44814], [-2.05286, -2.26316, 0.90417], [0.06056, -3.71302, 0.07985], [-2.16110, -7.20702, 0.21209], [2.63543, -5.65428, -0.73130], [2.68920, -4.10286, 0.13129], [2.23351, -4.14657, -1.57156], [0.50940, -6.94982, -0.44998], [0.53661, -2.80438, 0.03404], [-1.58956, -8.09668, -0.03873], [-2.99802, -7.10555, -0.47958], [-2.58431, -7.31344, 1.21088]], "forces_ev_per_a": [[-1.0, 0.8, 0.2], [0.1, -0.1, 0.1], [0.5, -0.1, 0.0], [0.2, 0.4, -0.2], [0.2, -0.1, -0.3], [-0.1, 0.0, 0.0], [0.1, 0.0, 0.0], [0.2, 0.0, 0.0], [0.0, -0.1, 0.0], [0.0, 0.0, 0.0], [0.0, 0.0, 0.0], [0.0, 0.0, 0.0], [0.0, 0.0, 0.0], [0.0, 0.0, 0.0], [0.0, 0.0, 0.0], [0.0, 0.0, 0.0], [0.0, 0.0, 0.0], [0.0, 0.0, 0.0], [0.0, 0.1, 0.0], [0.0, 0.0, 0.0], [0.0, 0.0, 0.0], [0.0, 0.0, 0.0], [0.0, 0.0, 0.0], [0.0, 0.0, 0.0], [0.0, -0.1, 0.1], [0.0, 0.0, 0.0], [0.0, 0.0, 0.0], [0.0, 0.0, 0.0], [0.0, -0.2, 0.0], [0.0, 0.0, 0.0], [0.0, -0.1, 0.0], [0.0, 0.1, -0.1], [0.0, 0.0, 0.0], [0.0, 0.0, 0.0], [0.0, 0.0, 0.0], [0.0, 0.0, 0.0], [0.0, 0.0, 0.0], [0.0, 0.0, 0.0], [0.0, 0.0, 0.0], [0.0, 0.0, 0.0], [0.0, 0.0, 0.0], [0.0, 0.0, 0.0], [0.1, 0.0, 0.0], [0.0, 0.0, 0.0], [0.0, 0.0, 0.0], [-0.1, 0.0, 0.0], [0.0, 0.0, 0.0], [0.0, -0.1, 0.0], [-0.1, 0.1, -0.1], [0.3, -0.1, 0.0], [-0.2, -0.4, 0.2], [-0.2, -0.2, 0.0], [0.0, 0.0, 0.0], [0.0, 0.0, 0.0], [0.0, 0.0, 0.0], [0.0, 0.0, 0.0], [0.0, 0.0, 0.0], [0.0, 0.0, -0.1], [0.0, 0.0, 0.0], [0.0, 0.0, 0.0], [0.0, 0.0, 0.0]]}